Entry 1:
Here is an isolated molecule of C4H5NO2 from the OMol25 dataset. Energies are from the ωB97M-V functional and the def2-TZVPD basis.

Calculated values
HOMO (alpha / beta) = -7.3 / -9.3 eV
expectation value of S² = 2.037
Kohn-Sham gap (alpha / beta) = 8.1 / 7.3 eV
ΔE to the lowest compared entry with this formula, charge and spin = 58.5 kcal per mole
E_LUMO (alpha / beta) = 0.8 / -2.0 eV

The geometry in ORCA input format:
```
! wB97M-V def2-TZVPD RIJCOSX def2/J DEFGRID3
* xyz 0 3
C -0.79778 0.49274 1.17561
C 0.63864 0.28179 1.14722
C 1.36002 -0.57693 -1.00818
C -1.79186 0.55538 0.29953
N 0.31017 -0.71942 -1.82011
O 0.63724 -1.09762 -2.98566
O 1.42292 -0.20991 0.27714
H -1.04343 0.48669 2.30645
H 1.16382 0.55539 2.15460
H 2.44040 -0.91853 -1.39106
H -1.60353 0.45745 -0.79097
H -2.73661 0.69297 0.63542
*
```

***

Entry 2:
Here is an isolated molecule of C5H13NOSi from the OMol25 dataset. Energies are from the ωB97M-V functional and the def2-TZVPD basis.

Calculated values
HOMO (alpha / beta) = -3.5 / -8.0 eV
expectation value of S² = 2.015
Kohn-Sham gap (alpha / beta) = 3.9 / 4.9 eV
ΔE to the lowest compared entry with this formula, charge and spin = 47.5 kcal per mole
E_LUMO (alpha / beta) = 0.3 / -3.1 eV

The geometry in ORCA input format:
```
! wB97M-V def2-TZVPD RIJCOSX def2/J DEFGRID3
* xyz 0 3
C -0.91250 1.98774 -2.33224
C -0.06948 1.16424 -1.63812
C 0.33448 -1.92720 1.44785
C 1.60571 -1.78261 -0.74246
C -0.35798 1.94481 1.39333
N 0.54696 -1.20960 0.14318
O -1.22079 0.90128 0.97063
Si -0.86979 0.00288 -0.35528
H -0.66719 2.63182 -3.23176
H -1.86166 2.07597 -1.76673
H 1.01281 1.04253 -1.75374
H -0.61935 -1.79353 1.81179
H 0.47047 -2.99279 1.42036
H 1.15039 -1.59138 2.35706
H 1.40876 -1.40796 -1.74860
H 2.54972 -1.56161 -0.19114
H 1.52934 -2.98083 -0.91060
H -0.92801 2.80300 1.61937
H 0.46621 2.09540 0.70104
H 0.16431 1.71387 2.33276
H -2.24280 -0.56669 -0.63215
*
```

***

Entry 3:
Here is a structure of composition C19H30N4P2PdS from the OMol25 dataset. Energies are from the ωB97M-V functional and the def2-TZVPD basis.

Calculated values
HOMO = -5.7 eV
Kohn-Sham gap = 6.2 eV
ΔE to the lowest compared entry with this formula, charge and spin = 0.0 kcal per mole
E_LUMO = 0.5 eV

The geometry in ORCA input format:
```
! wB97M-V def2-TZVPD RIJCOSX def2/J DEFGRID3
* xyz 0 1
Pd 0.20305 -0.80912 -0.56568
C 3.91638 -0.74363 -0.63642
P 2.26520 -0.32581 0.06509
C 2.60437 1.45726 0.43408
C 2.44972 -1.06837 1.75877
C 3.59251 -0.84612 2.52592
C 3.73653 -1.40386 3.78558
C 2.72696 -2.21228 4.29122
C 1.58773 -2.44599 3.53700
C 1.42154 -1.87977 2.27153
P -0.11191 -2.18389 1.25329
C 0.21196 -3.91151 0.70926
C -1.33564 -2.54168 2.59216
H 4.76530 -0.37965 -0.05372
H 3.96789 -0.32494 -1.64208
H 3.98721 -1.82892 -0.71810
H 3.40952 1.57357 1.17212
H 1.14539 1.90456 1.79727
H 2.96435 1.89625 -0.49411
H 4.38881 -0.22336 2.13439
H 4.63007 -1.21304 4.36645
H 2.82632 -2.66268 5.27098
H 0.81821 -3.08423 3.95040
H 0.44412 -4.57934 1.54244
H 1.04352 -3.90023 0.00573
H -0.67195 -4.27867 0.18516
H -1.09734 -3.42798 3.18291
H -2.30192 -2.70496 2.11212
H -1.42638 -1.68044 3.25485
N -1.36030 1.12636 -0.92909
N -2.33555 0.88684 -1.88558
C -2.32921 -0.21414 -2.66024
N -3.41913 -0.28021 -3.48254
S -1.17495 -1.40724 -2.64661
H -1.73459 1.10450 0.00912
H -0.87698 1.99451 -1.11579
H -3.17951 1.43859 -1.85188
H -3.84732 0.57424 -3.80031
H -3.40057 -1.03633 -4.14518
C 0.89563 3.90397 3.04446
C 0.91565 4.38873 1.61889
C 0.66700 5.72456 1.33682
C 0.69531 6.19756 0.03501
C 0.94858 5.31002 -0.99591
C 1.18254 3.95924 -0.76058
C 1.35852 3.04123 -1.94500
C 1.19015 3.49820 0.56461
N 1.38040 2.13535 0.84496
H 0.76609 4.74065 3.72888
H 1.82578 3.39575 3.31118
H 0.07536 3.20336 3.23000
H 0.46211 6.40459 2.15557
H 0.50771 7.24231 -0.17432
H 0.94210 5.66255 -2.02135
H 0.74845 3.38916 -2.77952
H 1.09610 2.00296 -1.72525
H 2.39411 3.03212 -2.29866
*
```

***

Entry 4:
Here is a structure of composition C11H14BCaN7Se from the OMol25 dataset. Energies are from the ωB97M-V functional and the def2-TZVPD basis.

Calculated values
HOMO (alpha / beta) = -5.9 / -5.9 eV
Kohn-Sham gap (alpha / beta) = 3.9 / 3.9 eV
ΔE to the lowest compared entry with this formula, charge and spin = 70.0 kcal per mole
E_LUMO (alpha / beta) = -2.0 / -2.0 eV

The geometry in ORCA input format:
```
! wB97M-V def2-TZVPD RIJCOSX def2/J DEFGRID3
* xyz 0 1
H 1.23116 3.30860 1.43261
N 0.90786 1.72725 0.06028
B 0.30502 0.30145 -2.05426
N 0.68758 1.68313 -1.31929
C 0.78977 2.94263 -1.80687
Ca 2.39042 0.55235 1.43346
H 0.70490 3.09793 -2.86133
C 1.14033 3.84696 -0.76989
H 1.22238 4.93281 -0.81061
C 1.09615 3.04043 0.39091
H 0.39832 0.53781 -3.22121
C -1.44654 -1.99532 3.04112
H -1.31264 -2.43333 4.07590
H -0.58648 -1.93662 2.37680
H -2.35875 -1.64383 2.56513
N -1.15871 0.00342 -1.65181
N 1.33579 -0.70642 -1.52648
N -1.41149 -0.17211 -0.29423
N 1.65328 -0.96601 -0.18881
C -2.26850 -0.23975 -2.37801
C 1.91773 -1.63148 -2.31681
H -2.25519 -0.16723 -3.45618
H 1.79614 -1.56846 -3.38127
C -3.29379 -0.56943 -1.48629
C 2.68641 -2.46070 -1.53689
C -2.70424 -0.48954 -0.20687
C 2.44386 -2.05309 -0.23601
H -4.30755 -0.79800 -1.68894
H 3.28164 -3.31526 -1.82208
H -3.12629 -0.69075 0.75311
H 2.70951 -2.49347 0.68994
H -1.81213 -0.82313 3.71289
Se 1.32342 0.66492 5.20300
C -0.40014 0.36196 4.82462
N -1.57927 0.15227 4.45437
*
```

***

Entry 5:
Here is a cluster of 3 separate species, C2H6NO4S in total from the OMol25 dataset. Energies are from the ωB97M-V functional and the def2-TZVPD basis.

Calculated values
HOMO (alpha / beta) = -1.4 / -5.0 eV
expectation value of S² = 2.017
Kohn-Sham gap (alpha / beta) = 5.2 / 6.2 eV
ΔE to the lowest compared entry with this formula, charge and spin = 0.0 kcal per mole
E_LUMO (alpha / beta) = 3.9 / 1.2 eV

The geometry in ORCA input format:
```
! wB97M-V def2-TZVPD RIJCOSX def2/J DEFGRID3
* xyz -1 3
C -0.23984 -0.69957 1.82456
C 0.44280 -1.83648 1.71739
N -1.10981 0.19589 1.91980
O 1.78519 2.08407 -0.01750
O 0.65766 0.88716 -1.87030
O -0.60574 -1.33897 -2.11189
O -0.81999 2.23298 -0.31107
S 0.66201 1.13896 -0.38767
H -0.47661 -1.74438 -2.98211
H -0.07656 -2.54826 1.06140
H 1.34137 -2.08181 2.40562
H -0.40352 3.12505 -0.60659
H -1.03476 1.06951 1.34032
H -0.12221 -0.48415 -1.98195
*
```

***

Entry 6:
Here is the ion C5H11N2 with charge +1 from the OMol25 dataset. Energies are from the ωB97M-V functional and the def2-TZVPD basis.

Calculated values
HOMO (alpha / beta) = -9.4 / -15.7 eV
expectation value of S² = 2.017
Kohn-Sham gap (alpha / beta) = 6.4 / 8.6 eV
ΔE to the lowest compared entry with this formula, charge and spin = 78.5 kcal per mole
E_LUMO (alpha / beta) = -3.0 / -7.2 eV

The geometry in ORCA input format:
```
! wB97M-V def2-TZVPD RIJCOSX def2/J DEFGRID3
* xyz 1 3
C -0.57060 -1.23257 -0.34047
C -1.17260 0.13127 -0.60806
C 1.05567 -0.40665 -0.65871
C -2.07386 0.89625 0.38499
C 2.05084 -0.66162 0.39602
N -1.12060 -2.21772 0.08168
N 0.17492 0.80610 -0.48613
H -1.45616 0.31393 -1.67870
H 1.44609 -0.46502 -1.62291
H -1.70032 1.85788 0.53737
H -1.94040 0.53561 1.37098
H -3.18084 1.07252 0.13764
H 1.66892 -0.13565 1.21700
H 2.97321 -0.30086 -0.03646
H 2.14780 -1.63312 0.75542
H -0.63480 -3.05730 0.27424
H 0.19470 1.74330 -0.96599
H 0.35184 1.07836 0.47894
*
```

***

Entry 7:
Here is a structure of composition C15H14FeO7 from the OMol25 dataset. Energies are from the ωB97M-V functional and the def2-TZVPD basis.

Calculated values
HOMO (alpha / beta) = -5.5 / -9.0 eV
expectation value of S² = 6.107
Kohn-Sham gap (alpha / beta) = 5.6 / 7.1 eV
E_LUMO (alpha / beta) = 0.2 / -1.9 eV

The geometry in ORCA input format:
```
! wB97M-V def2-TZVPD RIJCOSX def2/J DEFGRID3
* xyz 0 5
O 4.37549 -2.69642 -1.04203
C 3.92484 -1.64817 -1.27418
Fe 3.54585 0.01130 -1.64342
C 4.75064 0.56777 -0.38964
O 5.63224 0.86321 0.31404
C 4.77195 -0.07604 -3.02802
O 5.77515 -0.17569 -3.59716
C 0.69825 -0.19029 0.15639
C 0.61386 -1.03063 -1.13017
C 1.66099 -0.67960 -2.19917
C 1.84584 0.68486 -2.52504
C 2.04079 1.45546 -1.32184
C 1.76050 0.85710 -0.06855
H 1.00294 -0.89814 0.98125
H 0.65321 -2.09004 -0.83705
H -0.38771 -0.94645 -1.55431
H 1.73079 -1.42665 -2.99767
H 1.96166 1.11392 -3.53991
H 2.26942 2.53199 -1.38138
H 2.06069 1.38719 0.85688
C -4.88932 -0.44820 0.87594
C -3.54744 0.02774 1.42802
C -3.75776 0.49158 2.86625
O -2.65039 -1.12581 1.39390
C -1.30928 -0.92489 1.51234
O -0.68230 -1.86874 1.96809
C -0.64693 0.32944 0.97055
C -1.69309 1.39418 0.64189
O -1.38771 2.51609 0.30593
O -3.03844 1.08006 0.61180
H -4.73230 -0.85664 -0.12607
H -5.28807 -1.23131 1.53836
H -5.58454 0.40740 0.85048
H -2.83486 0.77043 3.38297
H -4.44719 1.34607 2.87300
H -4.25629 -0.31095 3.42430
H 0.05855 0.78889 1.70321
*
```

***

Values for molecular weight, g/mol, ordered as above
99.089; 131.251; 514.912; 374.132; 140.140; 99.157; 362.115